14
Properties=species:S:1:pos:R:3 method="wB97M-V/def2-TZVPD" relative_energy_kj_mol=227.2 energy_ha=-511.53020 total_charge=+1 homo_energy_ev="-12.3222 / -12.3213"
O 0.066 1.526 -0.560
C -0.899 1.287 0.434
C -0.859 -0.169 0.856
O -1.927 -0.986 0.422
C -2.159 -0.883 -0.813
Cd 1.213 0.066 -0.216
H -1.920 1.556 0.081
H -0.711 1.898 1.339
H -0.868 -0.340 1.938
H 3.244 -1.475 0.528
H -2.859 -1.620 -1.214
H -1.884 -0.103 -1.527
O 3.002 -0.751 -0.061
H 3.789 -0.501 -0.558



13
Properties=species:S:1:pos:R:3 method="wB97M-V/def2-TZVPD" relative_energy_kj_mol=364.0 energy_ha=-1093.50916 smiles=NC[C@@H](Cl)CCl homo_energy_ev=-9.3100
N -0.606 -1.336 0.039
C -0.982 0.130 -0.047
C 0.282 0.791 -0.390
Cl 0.110 2.705 0.034
C 1.083 0.032 0.380
Cl 2.839 0.370 -0.068
H -0.902 -1.537 -0.976
H -1.167 -1.934 0.409
H -1.960 0.298 -0.568
H -1.143 0.547 1.067
H 0.627 0.643 -1.448
H 0.970 0.303 1.530
H 0.847 -1.014 0.037



13
Properties=species:S:1:pos:R:3 method="wB97M-V/def2-TZVPD" relative_energy_kj_mol=128.5 energy_ha=-688.16785 smiles=N[C@H]1C(Cl)[C@@H]1N homo_energy_ev=-8.8735
N 1.698 -1.187 -0.312
C 0.469 -0.472 -0.522
C -0.739 -0.672 0.402
Cl -2.358 -0.973 -0.200
C -0.064 0.694 0.320
N -0.763 1.738 -0.384
H 2.120 -0.885 0.568
H 1.527 -2.194 -0.282
H 0.247 -0.368 -1.570
H -0.531 -1.209 1.320
H 0.573 1.082 1.153
H -0.393 2.697 -0.261
H -1.785 1.749 -0.231



14
Properties=species:S:1:pos:R:3 method="wB97M-V/def2-TZVPD" relative_energy_kj_mol=42.9 energy_ha=-1086.37226 smiles="[H]/N=C(/NS)[C@H](C)Cl" homo_energy_ev=-9.0856
H -0.839 2.152 -0.940
N 0.143 1.929 -0.936
C 0.275 0.649 -0.777
N 1.586 0.176 -0.748
S 2.300 -1.227 -0.235
C -0.896 -0.253 -0.405
C -1.011 -0.357 1.136
Cl -0.837 -1.870 -1.123
H 2.149 0.990 -0.968
H 2.080 -1.215 1.129
H -1.775 0.183 -0.756
H -0.125 -0.885 1.582
H -1.136 0.604 1.580
H -1.914 -0.878 1.464



14
Properties=species:S:1:pos:R:3 method="wB97M-V/def2-TZVPD" relative_energy_kj_mol=327.3 energy_ha=-742.60638 total_charge=+1 homo_energy_ev="-12.7431 / -12.7438"
C 2.765 -0.633 0.067
C 0.224 0.635 -0.144
C -2.073 -0.308 -0.126
N 2.627 -1.807 0.217
N -0.187 1.819 0.242
N -0.625 -0.350 -0.322
Cl 3.699 0.622 -0.127
H -2.547 0.381 -0.827
H -2.300 0.002 0.896
H -2.482 -1.300 -0.284
H 1.875 -2.464 0.337
H 0.459 2.576 0.387
H -1.170 2.045 0.374
H -0.266 -1.218 -0.689



16
Properties=species:S:1:pos:R:3 method="wB97M-V/def2-TZVPD" relative_energy_kj_mol=37.0 energy_ha=-1200.31761 multiplicity=3 homo_energy_ev="-8.2577 / -10.5338"
C -1.459 -0.921 0.511
C 0.936 -0.203 1.853
C 0.221 1.242 -0.392
N -0.006 0.331 -2.625
O -0.962 -0.292 -3.005
O 0.906 0.812 -3.132
O 1.115 -1.355 -0.656
P 0.324 -0.449 0.124
Cl 1.754 1.950 -0.672
H -2.083 -0.011 0.060
H -1.619 -1.894 0.081
H -1.766 -1.031 1.471
H 0.962 0.819 2.240
H 0.114 -0.621 2.589
H 2.044 -0.460 1.934
H -0.481 2.083 -0.381